A structure of composition C26H23NOS10Sc, computed with wB97M-V/def2-TZVPD.

Results
LUMO, eV: 2.11
Energy relative to the best compared isomer or geometry (same formula, charge and spin), kJ/mol: 24.3
HOMO, eV: -3.74
HOMO-LUMO gap, eV: 5.85

Geometry as ORCA input:
```
! RIJCOSX wB97M-V def2-TZVPD def2/J DEFGRID3
* xyz -1 1
Sc -0.62075 -0.53317 -0.07086
S 0.39615 -0.39492 -2.42664
C -0.16713 1.04727 -3.23428
C 0.49591 1.49860 -4.38839
C 0.04162 2.58249 -5.11145
C -1.11055 3.26231 -4.72086
C -1.78137 2.83542 -3.58956
C -1.30503 1.75935 -2.84681
S -2.18664 1.28563 -1.37394
C -1.78679 2.71010 -0.35199
C -0.37572 2.78441 0.16556
C 0.04421 4.02164 0.63570
C 1.28897 4.12895 1.22025
C 2.09720 3.00876 1.24405
C 1.62988 1.81436 0.71495
C 2.60082 0.67418 0.60430
S 1.85324 -0.94133 0.91694
C 2.63967 -1.91536 -0.34865
C 3.98095 -1.77636 -0.67157
C 4.55697 -2.62064 -1.61018
C 3.78702 -3.61367 -2.19724
C 2.45402 -3.76473 -1.85377
C 1.85359 -2.92001 -0.92046
S 0.17016 -3.05792 -0.47042
N 0.38818 1.68412 0.21876
H 1.38446 0.96530 -4.70239
H 0.58519 2.89925 -5.99363
H -1.48000 4.10333 -5.29275
H -2.68774 3.33738 -3.26990
H -2.47985 2.67442 0.48542
H -2.00074 3.60843 -0.93322
H -0.62709 4.86842 0.58917
H 1.61556 5.06490 1.65461
H 3.07908 3.03492 1.69520
H 3.43006 0.83980 1.28794
H 2.97044 0.65290 -0.42426
H 4.58094 -1.01394 -0.18928
H 5.60090 -2.50622 -1.87360
H 4.22736 -4.27494 -2.93415
H 1.85087 -4.53187 -2.32284
S -1.16325 5.64699 4.44294
C -0.97526 4.04902 4.02780
S -2.12774 3.16000 3.11965
C -1.23263 1.65553 2.94821
C -0.04420 1.58715 3.59974
S 1.06041 0.28086 3.71119
S 0.38342 3.08058 4.44206
S -1.99258 0.43004 1.95546
O -2.37602 -1.81443 0.16648
S -3.17317 -2.27780 1.38681
C -3.62326 -3.97669 0.95565
C -2.41963 -4.85145 1.26309
C -1.90688 -4.37124 2.62071
C -1.95585 -2.84207 2.62568
H -3.93956 -3.96336 -0.08666
H -4.48254 -4.22399 1.58607
H -1.65321 -4.70484 0.50437
H -2.69297 -5.90800 1.27551
H -0.88540 -4.70588 2.80206
H -2.53458 -4.76780 3.42302
H -1.01433 -2.37104 2.34567
H -2.24481 -2.39310 3.57477
*
```



A structure of composition C26H24B2CaCl2F4N7O6, computed with wB97M-V/def2-TZVPD.

Results
LUMO (spin up / spin down), eV: -6.81 / -6.81
Energy relative to the best compared isomer or geometry (same formula, charge and spin), kJ/mol: 19.5
HOMO (spin up / spin down), eV: -11.15 / -11.15
HOMO-LUMO gap (spin up / spin down), eV: 4.34 / 4.34

Geometry as ORCA input:
```
! RIJCOSX wB97M-V def2-TZVPD def2/J DEFGRID3
* xyz 1 1
Ca 0.37170 0.63839 -0.09003
C 3.53039 1.52923 3.36624
C 2.69460 0.94713 2.27435
N 1.98439 1.62774 1.46016
O 1.93780 2.96666 1.62679
B 0.74334 3.56116 0.95277
F 0.62597 3.00274 -0.35661
F 0.84967 4.90610 0.97767
O -0.52686 3.20024 1.71300
N -0.83250 1.90605 1.58543
C -1.68412 1.39209 2.39078
C -2.38420 2.14870 3.47113
C -1.85793 -0.08476 2.23758
N -1.14390 -0.65202 1.33024
O -1.21083 -2.02605 1.30132
B 0.06637 -2.67134 1.95199
F 0.03701 -2.29655 3.27807
F -0.12112 -4.02559 1.73466
O 1.31831 -2.28035 1.29983
N 1.56260 -0.91660 1.41442
C 2.54006 -0.54581 2.14599
C 3.43846 -1.46094 2.90604
C -2.72796 -0.82995 3.18960
H 3.53622 2.61172 3.28740
H 4.55439 1.15686 3.31092
H 3.13257 1.24904 4.34394
H -1.98879 3.15900 3.51681
H -2.24696 1.66422 4.43862
H -3.45712 2.20151 3.27543
H 3.08785 -2.48519 2.83726
H 3.48685 -1.16102 3.95255
H 4.45360 -1.39693 2.50681
H -3.54384 -0.20721 3.54674
H -2.12851 -1.14807 4.04601
H -3.11567 -1.73355 2.72493
C -3.80103 3.27853 -3.47192
C -2.92372 3.02512 -4.52208
C -1.70828 2.41170 -4.28479
C -1.37724 2.04508 -2.98093
C -2.25552 2.28636 -1.93241
C -3.46705 2.91119 -2.17736
N -0.14997 1.41428 -2.63767
N 0.69811 1.36781 -3.53743
C 1.93531 0.76466 -3.15950
C 2.83726 0.51966 -4.18303
C 4.06543 -0.03033 -3.85684
C 4.34919 -0.29300 -2.52543
C 3.38305 -0.00637 -1.57438
N 2.19012 0.50219 -1.88052
H -4.74640 3.76652 -3.66838
H -3.19130 3.31346 -5.52971
H -1.01686 2.21641 -5.09119
H -1.98865 2.00733 -0.92094
H -4.14508 3.11411 -1.35973
H 2.56390 0.77374 -5.19685
H 4.79733 -0.23621 -4.62629
H 5.30379 -0.69877 -2.22166
H 3.56975 -0.18811 -0.52212
Cl -1.54723 -6.68005 -0.31820
C -1.27208 -5.06698 -0.68229
C 0.01306 -4.69933 -1.13739
C 0.25809 -3.39493 -1.38987
Cl 1.73096 -2.86317 -1.98843
C -0.80375 -2.33888 -1.17513
O -0.53463 -1.17774 -1.36347
C -2.14021 -2.83213 -0.72165
C -3.29004 -1.89533 -0.49589
O -3.21767 -0.70436 -0.58139
C -2.34245 -4.15583 -0.52443
H 0.77771 -5.45298 -1.25625
H -4.23855 -2.41468 -0.26835
H -3.29717 -4.53559 -0.18493
*
```



A structure of composition C26H24B2F4N8O6SeY, computed with wB97M-V/def2-TZVPD.

Results
LUMO, eV: 2.04
Energy relative to the best compared isomer or geometry (same formula, charge and spin), kJ/mol: 0.0
HOMO, eV: -4.60
HOMO-LUMO gap, eV: 6.64

Geometry as ORCA input:
```
! RIJCOSX wB97M-V def2-TZVPD def2/J DEFGRID3
* xyz -1 1
Y 0.32294 -0.11757 -0.16991
O 0.71929 -4.24007 -1.75966
C 0.71606 -3.01511 -1.61280
N 1.10673 -2.26485 -0.58604
C 1.98510 -2.73058 0.40615
C 2.15387 -4.05759 0.79312
C 3.06975 -4.38041 1.78795
C 3.81654 -3.38456 2.39421
C 3.66761 -2.05733 2.01213
C 2.75653 -1.71232 1.01875
N 2.46968 -0.39957 0.59044
C 3.34312 0.59577 0.75374
O 4.47737 0.58962 1.23121
C 2.83657 1.92761 0.21471
C 3.57487 3.07058 0.49778
C 3.14035 4.29108 0.02246
C 1.97712 4.33887 -0.73602
C 1.29592 3.16031 -0.97063
N 1.70846 1.97625 -0.50598
C 0.33089 -2.15418 -2.80637
C -0.07622 -2.76115 -3.98909
C -0.23979 -1.98770 -5.12042
C 0.01577 -0.62488 -5.04310
C 0.37322 -0.09832 -3.81755
N 0.52189 -0.83432 -2.71705
H 1.57342 -4.82269 0.29996
H 3.19411 -5.41496 2.08660
H 4.52191 -3.63451 3.17790
H 4.24025 -1.27976 2.49096
H 4.46979 2.95147 1.09082
H 3.69448 5.19655 0.23692
H 1.59775 5.27006 -1.13430
H 0.37064 3.15077 -1.53590
H -0.22423 -3.83148 -3.98147
H -0.55076 -2.43559 -6.05589
H -0.07624 0.01915 -5.90646
H 0.55692 0.96729 -3.70713
C -0.70978 -3.55423 2.78279
C -0.90192 -2.33857 1.93816
N -0.25571 -1.24212 2.08199
O 0.66157 -1.21204 3.07029
B 0.76137 0.10267 3.77219
F 1.76624 -0.00829 4.69833
F -0.48813 0.38002 4.36785
O 1.12006 1.25472 2.87452
N 0.19140 1.45156 1.89691
C -0.72116 2.31102 2.13624
C -0.81349 3.17719 3.35063
C -1.78296 2.35935 1.10013
N -1.86659 1.27934 0.43135
O -2.84213 1.29043 -0.58868
B -3.71014 -0.11477 -0.52953
F -4.68747 0.07756 -1.45511
F -4.15575 -0.11794 0.77741
O -2.87909 -1.23532 -0.88452
N -1.81458 -1.41379 -0.01076
C -1.95993 -2.29825 0.89505
C -3.11663 -3.23641 0.99726
C -2.66963 3.54450 0.90692
H 0.11934 -3.38959 3.46397
H -1.61302 -3.78203 3.35223
H -0.47942 -4.40758 2.14208
H -0.19415 2.76004 4.13678
H -0.46270 4.18660 3.11886
H -1.84543 3.24329 3.69572
H -3.80449 -3.07398 0.17445
H -2.74849 -4.26338 0.97273
H -3.64074 -3.08646 1.94236
H -2.21380 4.44134 1.32047
H -2.86501 3.67846 -0.15590
H -3.62773 3.37384 1.40190
Se -1.76081 1.44588 -2.20763
*
```



A structure of composition C26H24BN10RhS2 in a non-equilibrium geometry, computed with wB97M-V/def2-TZVPD.

Results
LUMO (spin up / spin down), eV: 2.12 / 2.11
Energy relative to the best compared isomer or geometry (same formula, charge and spin), kJ/mol: 172.3
HOMO (spin up / spin down), eV: -4.16 / -4.35
HOMO-LUMO gap (spin up / spin down), eV: 6.28 / 6.46

Geometry as ORCA input:
```
! RIJCOSX wB97M-V def2-TZVPD def2/J DEFGRID3
* xyz -1 2
Rh -0.18880 0.61137 0.48318
C -4.34757 1.62030 -0.77731
C -3.18211 1.98440 -0.09396
N -2.47000 0.91000 0.20514
N -3.13679 -0.15501 -0.26517
C -4.27115 0.24760 -0.86926
B -2.64107 -1.61766 -0.15101
N -1.55474 -1.80925 -1.24557
C -1.34384 -2.71455 -2.22161
C -0.13138 -2.44421 -2.81601
C 0.35331 -1.32984 -2.12293
N -0.51107 -0.96242 -1.19386
N -1.94867 -1.87590 1.20391
C -2.19621 -2.85520 2.09831
C -1.24373 -2.78049 3.08994
C -0.42699 -1.70786 2.71189
N -0.86235 -1.18405 1.57886
N -3.88351 -2.50952 -0.24802
C -4.38296 -3.35304 -1.18320
C -5.64936 -3.72040 -0.79948
C -5.85213 -3.03149 0.41009
N -4.79592 -2.30939 0.72934
H -5.13003 2.26139 -1.14300
H -2.84669 2.96856 0.18802
H -4.94921 -0.45487 -1.32319
H -2.03846 -3.50071 -2.44813
H 0.33801 -2.97765 -3.62347
H 1.28499 -0.80432 -2.25165
H -3.02717 -3.52691 1.98612
H -1.15082 -3.39772 3.96600
H 0.45194 -1.32787 3.20554
H -3.83652 -3.64600 -2.05990
H -6.32592 -4.38342 -1.31033
H -6.72019 -3.03039 1.04951
S 0.23609 1.56984 2.61490
C 1.95242 1.35111 2.73069
C 2.68224 2.28129 3.48388
N 3.24487 3.07567 4.10650
C 2.57398 0.24876 2.11307
S 2.19211 -0.13750 0.47368
C 3.50501 -0.52469 2.81967
N 4.21599 -1.20187 3.42864
C 2.07511 3.69945 -0.06628
C 0.64049 3.54131 -0.59381
C -0.33581 4.25553 0.36979
C 0.32571 2.07179 -0.78178
C 0.46447 4.21079 -1.96177
C -0.70933 3.94914 -2.67609
C -0.98000 4.58650 -3.87424
C -0.07890 5.50957 -4.39145
C 1.10234 5.75272 -3.71268
C 1.37626 5.10300 -2.51323
H 2.15899 3.23029 0.90947
H 2.33860 4.75326 0.05238
H 2.78918 3.21733 -0.73632
H -0.60166 3.60749 1.19835
H -1.25073 4.53994 -0.15240
H 0.12152 5.16230 0.77100
H 0.81546 1.67634 -1.67897
H -1.40900 3.22602 -2.27187
H -1.90035 4.36901 -4.40339
H -0.29427 6.02917 -5.31718
H 1.82085 6.45917 -4.11155
H 2.31424 5.30936 -2.01550
*
```



A structure of composition C26H24Br2N5O4Pb in a non-equilibrium geometry, computed with wB97M-V/def2-TZVPD.

Results
LUMO, eV: -10.64
Energy relative to the best compared isomer or geometry (same formula, charge and spin), kJ/mol: 90.4
HOMO, eV: -18.14
HOMO-LUMO gap, eV: 7.50

Geometry as ORCA input:
```
! RIJCOSX wB97M-V def2-TZVPD def2/J DEFGRID3
* xyz 3 1
Pb 0.34439 -0.25184 -0.00382
O -1.58740 -3.66649 -0.02986
C -1.10597 -2.71508 0.52818
N 0.22761 -2.29360 0.66094
C 1.37319 -3.11491 0.55429
O 1.38704 -4.26600 0.81997
C 2.61701 -2.26396 0.23564
C 3.78982 -2.94461 0.38886
C 4.95830 -2.35150 -0.08107
C 4.94526 -1.01924 -0.42945
C 3.76020 -0.31469 -0.36336
N 2.62377 -0.96542 -0.10508
C -1.98652 -1.71307 1.23678
C -3.00841 -2.18699 2.09099
C -3.80135 -1.22660 2.70047
C -3.56970 0.14508 2.51304
C -2.51978 0.49259 1.70769
N -1.71226 -0.43805 1.11804
H 3.77687 -3.99851 0.64713
H 5.92143 -2.90876 -0.16931
H 5.81217 -0.51146 -0.78927
H 3.70786 0.74694 -0.49892
H -3.10156 -3.25525 2.16786
H -4.59558 -1.48466 3.39610
H -4.24793 0.87840 2.84274
H -2.25641 1.51665 1.58698
C -3.64935 -0.47157 -1.36137
O -2.24298 -0.75233 -1.56676
C -1.98312 -1.13577 -2.89152
C -0.53480 -1.62061 -2.99254
O 0.30764 -0.63386 -2.34880
C 1.43586 -0.21772 -3.07225
H -3.82462 0.58002 -1.21313
H -3.94608 -0.93853 -0.41799
H -4.30191 -0.78851 -2.18051
H -2.23661 -0.38755 -3.64024
H -2.62332 -1.89688 -3.24606
H -0.14122 -1.78520 -3.96551
H -0.39902 -2.55110 -2.44290
H 1.10942 0.36524 -3.93765
H 2.03212 -1.08196 -3.40414
H 1.94392 0.46128 -2.41099
Br 2.52368 3.59129 4.81370
C 1.59042 2.53401 3.65127
C 1.71152 1.16203 3.84090
C 1.45196 0.42720 2.70726
N 0.92947 1.05349 1.61931
C 0.63218 2.37282 1.51606
C 0.97714 3.15409 2.53062
C 0.07820 2.76127 0.19425
C -0.27567 4.05822 0.00322
C -0.96111 4.34422 -1.17741
Br -1.56839 6.07622 -1.50968
C -1.05866 3.37444 -2.18510
C -0.61768 2.11668 -1.94984
N -0.12088 1.80076 -0.74007
H 2.05903 0.72488 4.73299
H 1.63949 -0.65521 2.72754
H 0.78196 4.21023 2.67134
H -0.13446 4.85964 0.71097
H -1.63454 3.62615 -3.08819
H -0.70162 1.37370 -2.70234
*
```



A structure of composition C26H24Cl5NOP2Tb in a non-equilibrium geometry, computed with wB97M-V/def2-TZVPD.

Results
LUMO (spin up / spin down), eV: -5.13 / -4.92
HOMO (spin up / spin down), eV: -8.98 / -9.04
HOMO-LUMO gap (spin up / spin down), eV: 3.85 / 4.12

Geometry as ORCA input:
```
! RIJCOSX wB97M-V def2-TZVPD def2/J DEFGRID3
* xyz 1 7
C -2.36570 2.34119 -2.49681
C -2.08849 1.02481 -2.12065
C -0.74127 0.52747 -2.36888
C 0.26294 1.54181 -2.22556
C -0.01278 2.86037 -2.59120
C -1.33344 3.23542 -2.81338
C 1.48269 1.12256 -1.48775
C 1.90373 -0.22365 -1.94815
C 0.84349 -1.17318 -2.12137
C 1.16819 -2.49952 -1.63682
C 2.50710 -2.89458 -1.65936
C 3.53297 -1.98062 -1.93469
C 3.23941 -0.62526 -2.00371
H -3.39858 2.68745 -2.48982
H 0.81361 3.55644 -2.72831
H -1.56945 4.22639 -3.19555
H 2.28058 1.86325 -1.52394
H 2.75170 -3.92932 -1.42175
H 4.55341 -2.33356 -2.05279
H 4.01902 0.12244 -2.14139
N -0.41050 -0.79327 -2.54583
Tb 0.19069 0.21192 1.41796
C -3.05975 0.22646 -1.28351
H -3.04918 -0.83091 -1.59527
H -4.07480 0.65834 -1.35269
C 0.11997 -3.32184 -0.93363
H -0.82900 -3.29507 -1.49053
H 0.47221 -4.35739 -0.80037
P -2.62177 0.21516 0.57949
P -0.29200 -2.68285 0.81450
C 0.85670 -3.69667 1.82125
H 0.64338 -3.51744 2.88406
H 0.69539 -4.76104 1.59678
H 1.89792 -3.42004 1.61580
C -1.80672 -3.67712 1.04998
H -1.54415 -4.74263 1.11209
H -2.29962 -3.37386 1.97987
H -2.49370 -3.52105 0.20976
C -3.26748 1.85537 1.09248
H -4.22028 2.05096 0.57837
H -3.43719 1.84363 2.17913
H -2.54236 2.64709 0.85763
C -4.02552 -0.81762 1.12996
H -3.96486 -0.96180 2.21460
H -4.97065 -0.31114 0.88434
H -3.99961 -1.79836 0.64000
C -1.18105 -0.83631 3.10635
O -1.80750 -1.35672 3.92911
H 1.15173 1.01660 -0.24871
Cl 2.74730 -0.39751 2.04506
C 2.73102 1.39286 2.15178
C 1.52015 2.03299 1.94767
C 1.45587 3.38592 1.66531
Cl -0.00452 4.01209 0.99238
C 2.61580 4.16573 1.81059
Cl 2.54637 5.84310 1.53242
C 3.84627 3.54008 2.15429
Cl 5.25754 4.47475 2.36419
C 3.91232 2.13032 2.29310
Cl 5.39248 1.31741 2.56215
*
```



A structure of composition C26H24F9NO3PPtS, computed with wB97M-V/def2-TZVPD.

Results
LUMO, eV: -3.87
Energy relative to the best compared isomer or geometry (same formula, charge and spin), kJ/mol: 0.0
HOMO, eV: -12.39
HOMO-LUMO gap, eV: 8.53

Geometry as ORCA input:
```
! RIJCOSX wB97M-V def2-TZVPD def2/J DEFGRID3
* xyz 1 1
Pt 0.31203 1.91911 -0.09041
N 0.10471 3.67761 -1.26787
C 1.40502 4.20714 -1.75433
C 2.11433 3.13079 -2.54684
C 2.63450 1.96559 -1.73257
O 3.38601 1.15432 -2.21779
O 2.25265 1.87796 -0.45996
H -0.44918 3.34563 -2.06621
H -0.41215 4.40772 -0.78824
H 1.99123 4.51165 -0.88858
H 1.23333 5.08264 -2.38139
H 2.96567 3.54163 -3.08876
H 1.43311 2.73898 -3.30751
F -5.53483 2.09467 -1.30525
C -5.28918 0.78868 -1.17555
F -6.27104 0.24809 -0.44616
F -5.35457 0.23701 -2.40233
C -3.94181 0.52695 -0.54622
C -3.07923 1.57407 -0.26799
C -1.86463 1.27061 0.33039
C -1.50272 -0.05077 0.62291
C -2.35468 -1.09090 0.29246
C -3.58747 -0.79145 -0.26975
P 0.25513 -0.03288 1.04955
C 0.42895 -0.00294 2.83674
C 1.67976 0.34430 3.35239
C 1.87546 0.34608 4.71946
C 0.82420 0.00786 5.56576
C -0.41876 -0.32999 5.05947
C -0.61837 -0.33652 3.68534
C 1.06585 0.04319 7.05542
F 0.02980 -0.44761 7.74455
F 1.27441 1.30177 7.47289
F 2.15274 -0.67082 7.38235
C 1.08296 -1.50587 0.44919
C 1.92318 -1.43371 -0.65599
C 2.53278 -2.58781 -1.12879
C 2.28906 -3.79677 -0.50079
C 1.46157 -3.87248 0.61548
C 0.86563 -2.72432 1.09907
C 2.95492 -5.06119 -0.98711
F 2.07738 -6.07616 -1.03659
F 3.47745 -4.91415 -2.20968
F 3.94477 -5.42933 -0.16063
H -3.35685 2.59252 -0.49945
H -1.30809 2.16347 0.79139
H -2.06004 -2.11960 0.45571
H -4.28135 -1.58836 -0.50652
H 2.49263 0.61149 2.68722
H 2.83966 0.61072 5.13275
H -1.22540 -0.58953 5.73015
H -1.59071 -0.59901 3.28614
H 2.14915 -0.48260 -1.11627
H 3.20451 -2.53733 -1.97435
H 1.29503 -4.82374 1.10299
H 0.24311 -2.77324 1.98479
C 0.37200 -0.16982 -4.10648
S -1.00796 0.39255 -3.11364
C -2.31557 -0.15618 -4.20325
O -1.01143 1.89602 -3.19539
H 0.32754 0.31691 -5.08043
H 0.31295 -1.25351 -4.20870
H 1.29470 0.09159 -3.59005
H -2.28518 -1.24246 -4.28549
H -2.17875 0.31481 -5.17614
H -3.25995 0.15694 -3.76512
*
```